<w>
{"formula": "C3H6N4S", "method": "ωB97M-V with the def2-TZVPD basis set", "mol_weight_g_mol": 130.18, "charge": 0, "smiles": "[S-][n+]1nnc[nH]1.C=C", "lumo_energy_ev": [0.04, 0.04], "homo_lumo_gap_ev": [8.31, 8.31], "species": ["H", "N", "C", "H", "C", "H", "H", "S", "N", "C", "H", "H", "N", "N"], "xyz": [[2.59, -3.24, 0.69], [1.69, -0.08, 0.24], [-2.83, 1.52, 0.05], [-1.80, 2.30, -1.72], [-2.34, 1.46, -1.16], [-2.80, 2.44, 0.66], [-3.28, 0.64, 0.44], [0.60, 1.12, 0.41], [3.04, -1.58, -0.54], [2.39, -2.18, 0.43], [-2.40, 0.49, -1.71], [1.02, -1.34, 1.88], [1.50, -1.28, 0.93], [2.63, -0.26, -0.60]], "nbo_charge": [0.247, -0.065, -0.404, 0.204, -0.377, 0.197, 0.191, -0.102, -0.285, 0.157, 0.190, 0.454, -0.384, -0.024]}

---

<x>
{"formula": "C3H6N4S", "method": "ωB97M-V with the def2-TZVPD basis set", "mol_weight_g_mol": 130.18, "charge": 0, "smiles": "NN1C=NNCC1=S", "lumo_energy_ev": -0.29, "homo_lumo_gap_ev": 8.11, "species": ["C", "H", "H", "H", "H", "N", "H", "N", "S", "C", "H", "N", "N", "C"], "xyz": [[-0.03, 0.76, 0.54], [2.16, 1.59, -0.70], [1.25, -1.23, -1.64], [-1.58, -0.04, 1.78], [-0.03, -0.95, 2.12], [-1.30, -1.25, 0.29], [-1.83, -2.00, 0.85], [0.51, 0.38, -0.67], [-0.27, 2.40, 0.80], [-0.68, -0.36, 1.30], [0.60, 2.05, -1.52], [1.33, 1.22, -1.41], [-0.47, -1.70, -0.65], [0.37, -0.87, -1.09]], "nbo_charge": [0.098, 0.365, 0.205, 0.239, 0.196, -0.428, 0.377, -0.294, -0.120, -0.317, 0.387, -0.627, -0.249, 0.169]}

---

<x> comes first in stability; the runner-up is 0.0355 hartree higher.

---

<w>
{"formula": "C3H6N4S", "method": "ωB97M-V with the def2-TZVPD basis set", "mol_weight_g_mol": 130.18, "charge": 0, "smiles": "SNC1=NN=CCN1", "lumo_energy_ev": 0.55, "homo_lumo_gap_ev": 9.07, "species": ["C", "S", "H", "H", "N", "N", "C", "H", "C", "H", "H", "N", "N", "H"], "xyz": [[-0.56, -0.55, 1.38], [2.65, 1.18, -1.02], [2.23, 2.39, -0.56], [0.84, 0.92, -2.49], [-2.03, -0.53, -0.56], [1.18, 0.55, -1.60], [0.17, 0.08, -0.79], [-0.64, 0.43, 1.93], [-1.81, -0.87, 0.64], [-2.62, -1.44, 1.15], [1.48, -0.53, 0.65], [0.50, -0.53, 0.38], [-1.05, 0.22, -1.24], [-0.32, -1.30, 2.13]], "nbo_charge": [-0.281, 0.188, 0.093, 0.421, -0.220, -0.760, 0.549, 0.186, 0.032, 0.193, 0.414, -0.613, -0.419, 0.216]}

---

<x>
{"formula": "C3H6N4S", "method": "ωB97M-V with the def2-TZVPD basis set", "mol_weight_g_mol": 130.18, "charge": 0, "lumo_energy_ev": [0.66, -0.07], "homo_lumo_gap_ev": [8.86, 7.19], "species": ["C", "H", "N", "N", "N", "H", "H", "H", "S", "C", "C", "H", "N", "H"], "xyz": [[1.82, -1.14, 0.57], [1.86, -2.10, 1.18], [-2.13, -0.82, -0.60], [0.86, 0.69, -0.36], [-1.73, -0.32, 0.64], [2.34, 1.87, -1.15], [-1.72, 1.47, 1.58], [-1.74, 1.37, -0.21], [3.21, -0.29, -0.02], [2.05, 0.94, -0.65], [0.70, -0.46, 0.36], [-1.61, -0.30, -1.38], [-1.94, 0.97, 0.71], [-1.96, -1.86, -0.68]], "nbo_charge": [-0.537, 0.250, -0.642, -0.534, 0.025, 0.210, 0.404, 0.357, 0.303, -0.083, 0.072, 0.346, -0.561, 0.389]}

---

<w> comes first in stability; the runner-up is 0.1386 hartree higher.

---

<w>
{"formula": "H18O9", "method": "ωB97M-V with the def2-TZVPD basis set", "mol_weight_g_mol": 162.14, "charge": 0, "smiles": "O.O.O.O.O.O.O.O.O", "lumo_energy_ev": -0.02, "homo_lumo_gap_ev": 9.98, "species": ["H", "H", "H", "O", "O", "H", "O", "H", "O", "H", "H", "H", "H", "H", "H", "H", "H", "H", "H", "H", "O", "O", "O", "O", "O", "H", "H"], "xyz": [[17.59, 17.78, -6.31], [15.64, 19.50, -7.18], [16.41, 21.69, -8.05], [18.55, 15.32, -4.35], [18.12, 19.17, -9.07], [16.47, 17.02, -3.96], [17.63, 15.94, -7.05], [19.16, 18.38, -4.65], [16.83, 20.94, -7.62], [18.15, 15.38, -5.22], [15.94, 21.14, -4.98], [17.56, 19.37, -6.18], [17.04, 21.01, -3.97], [17.26, 18.94, -9.37], [15.37, 18.18, -6.42], [18.25, 14.46, -4.06], [19.00, 17.01, -4.04], [15.26, 16.96, -4.75], [18.01, 15.94, -7.91], [18.36, 18.84, -8.18], [18.11, 18.61, -6.40], [19.41, 17.88, -3.84], [16.12, 17.27, -4.80], [15.04, 18.76, -7.11], [16.74, 20.57, -4.76], [17.39, 20.44, -8.22], [16.89, 15.34, -7.11]], "nbo_charge": [0.513, 0.489, 0.480, -0.958, -0.983, 0.494, -0.951, 0.482, -1.004, 0.491, 0.476, 0.515, 0.475, 0.481, 0.472, 0.475, 0.476, 0.467, 0.489, 0.518, -1.015, -0.983, -0.952, -0.984, -0.943, 0.498, 0.482]}

---

<x>
{"formula": "H18O9", "method": "ωB97M-V with the def2-TZVPD basis set", "mol_weight_g_mol": 162.14, "charge": 0, "smiles": "O.O.O.O.O.O.O.O.O", "lumo_energy_ev": -0.09, "homo_lumo_gap_ev": 10.29, "species": ["H", "O", "H", "H", "O", "H", "H", "H", "O", "O", "H", "O", "H", "H", "O", "H", "H", "H", "O", "O", "H", "H", "H", "H", "H", "H", "O"], "xyz": [[0.71, -2.80, 1.67], [1.16, -2.23, 1.04], [-3.39, -2.11, -0.26], [-2.46, 1.16, 0.99], [2.00, 2.57, 0.43], [0.64, 0.76, -3.37], [0.38, -0.41, 0.60], [1.16, 1.91, -2.67], [-2.54, -2.16, 0.13], [0.28, 0.51, 0.76], [-2.01, -1.40, -0.16], [-0.29, -1.67, -1.80], [-2.93, 3.03, -0.38], [-0.38, 0.78, 0.12], [-2.29, 0.29, 1.35], [-1.38, 0.34, 1.70], [2.27, 2.92, 1.26], [1.34, -2.72, 0.27], [3.63, -1.50, 1.73], [-2.08, 2.58, -0.34], [1.41, 1.84, 0.61], [-0.82, -0.95, -2.18], [-1.92, 2.31, -1.25], [2.74, -1.45, 1.40], [0.60, -1.40, -1.85], [3.53, -1.32, 2.65], [0.65, 1.11, -2.46]], "nbo_charge": [0.502, -0.963, 0.461, 0.477, -0.975, 0.465, 0.501, 0.487, -0.946, -0.963, 0.480, -0.943, 0.479, 0.485, -0.981, 0.485, 0.461, 0.488, -0.957, -0.948, 0.491, 0.473, 0.480, 0.481, 0.473, 0.458, -0.951]}

---

<w> comes first in stability; the runner-up is 0.0239 hartree higher.

---

<w>
{"formula": "H18O9", "method": "ωB97M-V with the def2-TZVPD basis set", "mol_weight_g_mol": 162.14, "charge": 0, "smiles": "O.O.O.O.O.O.O.O.O", "lumo_energy_ev": -0.15, "homo_lumo_gap_ev": 9.61, "species": ["H", "O", "H", "H", "H", "O", "H", "H", "H", "H", "H", "H", "O", "H", "H", "H", "O", "H", "H", "H", "O", "H", "O", "O", "O", "H", "O"], "xyz": [[-1.36, 1.57, 1.78], [1.08, 2.72, -0.23], [-0.26, 2.11, 3.87], [-0.44, -0.21, 0.36], [1.79, 3.40, -0.13], [3.30, -0.69, -0.45], [-0.11, 1.12, 2.94], [2.51, -0.44, -0.04], [-1.87, -0.95, -3.93], [-2.50, 0.86, 1.26], [-1.68, -3.08, -0.84], [0.11, 0.61, -2.54], [-0.09, -2.25, 2.38], [0.80, 2.42, 0.55], [0.36, -1.35, -0.40], [0.09, -1.68, 1.69], [0.38, -0.71, 0.20], [3.62, 0.31, -0.53], [-0.31, -3.14, -1.52], [0.63, 1.66, -1.74], [-0.05, 1.98, 2.92], [-1.49, -1.19, -2.26], [-1.51, -0.56, -3.08], [-0.85, -2.60, -1.21], [-1.61, 0.97, 1.08], [-1.13, -2.29, 2.49], [0.57, 1.42, -2.62]], "nbo_charge": [0.488, -0.946, 0.481, 0.509, 0.485, -0.934, 0.463, 0.472, 0.488, 0.471, 0.497, 0.469, -0.956, 0.471, 0.484, 0.480, -0.996, 0.459, 0.461, 0.471, -0.919, 0.504, -1.007, -0.931, -0.961, 0.452, -0.954]}

---

<x>
{"formula": "H18O9", "method": "ωB97M-V with the def2-TZVPD basis set", "mol_weight_g_mol": 162.14, "charge": 0, "smiles": "O.O.O.O.O.O.O.O.O", "lumo_energy_ev": -0.42, "homo_lumo_gap_ev": 9.56, "species": ["H", "H", "H", "H", "O", "H", "O", "H", "O", "H", "O", "H", "H", "H", "H", "O", "H", "O", "O", "O", "H", "H", "H", "O", "H", "H", "H"], "xyz": [[-12.10, 4.67, -13.50], [-15.84, 4.21, -15.94], [-12.70, 7.17, -15.82], [-12.81, 5.82, -13.90], [-18.20, 8.46, -15.80], [-17.93, 7.95, -16.54], [-14.58, 3.32, -13.75], [-14.39, 6.09, -18.64], [-17.91, 4.92, -16.25], [-15.69, 7.00, -14.94], [-15.53, 3.37, -16.31], [-17.36, 8.68, -15.38], [-14.08, 7.18, -17.68], [-18.68, 4.79, -15.68], [-14.53, 6.09, -15.32], [-13.91, 6.91, -18.60], [-15.36, 9.82, -14.55], [-15.44, 6.09, -15.03], [-15.70, 8.95, -14.35], [-12.81, 5.21, -13.15], [-14.22, 2.54, -13.38], [-17.18, 5.14, -15.64], [-12.63, 5.68, -16.05], [-12.91, 6.32, -15.43], [-15.06, 2.99, -15.54], [-13.95, 4.02, -13.58], [-16.22, 8.98, -13.48]], "nbo_charge": [0.456, 0.464, 0.501, 0.486, -0.950, 0.470, -0.974, 0.481, -0.950, 0.485, -0.972, 0.468, 0.452, 0.469, 0.477, -0.932, 0.494, -0.994, -0.980, -0.938, 0.464, 0.475, 0.505, -0.937, 0.485, 0.488, 0.505]}

---

<y>
{"formula": "H18O9", "method": "ωB97M-V with the def2-TZVPD basis set", "mol_weight_g_mol": 162.13, "charge": 0, "smiles": "O.O.O.O.O.O.O.O.O", "lumo_energy_ev": 0.01, "homo_lumo_gap_ev": 11.30, "species": ["O", "H", "H", "H", "O", "O", "H", "O", "O", "H", "H", "H", "O", "H", "H", "H", "H", "H", "H", "O", "H", "O", "O", "H", "H", "H", "H"], "xyz": [[-2.31, -3.49, -0.81], [0.33, -3.52, -1.83], [-0.42, 2.81, 2.74], [-2.68, -2.88, 2.26], [0.32, 2.93, 3.34], [-1.20, 3.58, 0.46], [0.68, 1.71, -4.41], [1.44, -0.65, 4.82], [-0.29, 1.76, -4.40], [1.42, -0.08, 5.60], [-0.54, 2.11, -5.24], [0.78, 3.73, 3.04], [-0.16, 0.51, 0.07], [1.11, -0.03, 4.21], [-0.67, 4.07, 1.09], [-0.50, -0.08, -0.69], [-1.41, -3.48, 2.03], [-2.54, -3.44, 0.14], [-1.61, -2.84, -0.88], [0.52, -4.48, -1.91], [0.73, 0.53, -0.28], [-1.85, -2.63, 1.92], [2.80, 1.98, -3.28], [3.29, 1.29, -3.82], [-0.11, -4.80, -1.35], [-0.59, 2.82, 0.24], [3.44, 2.59, -3.04]], "nbo_charge": [-0.947, 0.450, 0.478, 0.464, -0.946, -0.937, 0.477, -0.929, -0.944, 0.462, 0.466, 0.466, -0.933, 0.468, 0.448, 0.470, 0.468, 0.478, 0.456, -0.914, 0.466, -0.920, -0.943, 0.474, 0.464, 0.488, 0.470]}

---

<x> comes first in stability; the runner-up is 0.0291 hartree higher.

---

<w>
{"formula": "C3H4NO", "method": "ωB97M-V with the def2-TZVPD basis set", "mol_weight_g_mol": 70.07, "charge": 1, "lumo_energy_ev": -6.67, "homo_lumo_gap_ev": 8.38, "species": ["C", "H", "C", "O", "H", "H", "H", "C", "N"], "xyz": [[-0.34, 0.38, -0.73], [-1.76, 1.34, 1.37], [0.76, -0.60, -0.47], [0.55, -0.93, 0.93], [1.05, -1.57, -0.93], [-0.54, 0.96, -1.65], [1.61, 0.14, -0.58], [-0.39, -0.34, 1.52], [-0.95, 0.62, 0.53]], "nbo_charge": [0.278, 0.594, -0.216, -0.399, 0.322, 0.294, 0.302, 0.450, -0.624]}

---

<x>
{"formula": "C3H4NO", "method": "ωB97M-V with the def2-TZVPD basis set", "mol_weight_g_mol": 70.07, "charge": 1, "lumo_energy_ev": [-6.29, -6.29], "homo_lumo_gap_ev": [7.64, 7.64], "species": ["N", "H", "H", "C", "O", "C", "H", "C", "H"], "xyz": [[-0.40, -0.63, 2.02], [-0.16, 1.12, -3.15], [-1.09, -1.13, 2.51], [-0.69, -0.23, 0.86], [-1.00, 0.66, -1.45], [-1.03, 0.14, -0.27], [0.60, -0.43, 2.19], [0.02, 0.83, -2.12], [1.06, 0.49, -1.61]], "nbo_charge": [-0.759, 0.228, 0.449, 0.282, -0.270, 0.122, 0.451, 0.281, 0.217]}

---

<y>
{"formula": "C3H4NO", "method": "ωB97M-V with the def2-TZVPD basis set", "mol_weight_g_mol": 70.07, "charge": 1, "lumo_energy_ev": [-4.95, -4.95], "homo_lumo_gap_ev": [9.49, 9.49], "species": ["H", "N", "C", "H", "C", "H", "C", "O", "H"], "xyz": [[0.12, 2.39, 0.70], [-0.14, -1.12, -0.28], [-1.19, -0.27, -0.46], [-1.58, -0.17, -1.50], [1.00, -1.15, -0.02], [-1.96, -0.07, 0.42], [0.44, 1.35, 0.44], [1.36, 0.67, 0.58], [1.94, -1.63, 0.11]], "nbo_charge": [0.257, -0.271, -0.276, 0.268, 0.391, 0.278, 0.467, -0.393, 0.278]}

---

<y> comes first in stability; the runner-up is 0.0184 hartree higher.

---

<w>
{"formula": "C3H4NO", "method": "ωB97M-V with the def2-TZVPD basis set", "mol_weight_g_mol": 70.07, "charge": 1, "lumo_energy_ev": -5.76, "homo_lumo_gap_ev": 11.00, "species": ["C", "H", "C", "H", "H", "C", "N", "H", "O"], "xyz": [[-0.59, -0.93, -0.73], [-0.44, 1.63, -0.52], [0.86, -0.30, 0.24], [1.83, 0.01, -0.27], [-1.15, 1.05, 1.24], [-0.42, 0.66, 0.08], [-1.49, -0.10, -0.81], [0.94, -0.49, 1.24], [0.45, -1.54, -0.46]], "nbo_charge": [0.815, 0.299, -0.095, 0.277, 0.306, -0.280, -0.238, 0.249, -0.333]}

---

<x>
{"formula": "C3H4NO", "method": "ωB97M-V with the def2-TZVPD basis set", "mol_weight_g_mol": 70.07, "charge": 1, "smiles": "CC#[N+]C=O", "lumo_energy_ev": -6.52, "homo_lumo_gap_ev": 10.71, "species": ["C", "H", "C", "H", "H", "H", "N", "C", "O"], "xyz": [[0.13, -0.84, -0.13], [3.23, -0.75, 0.46], [2.33, -0.23, 0.11], [-1.54, -0.04, -1.04], [-1.60, -0.10, 0.72], [-0.44, 1.01, -0.11], [1.25, -1.18, -0.09], [-0.92, 0.02, -0.14], [2.18, 0.90, -0.14]], "nbo_charge": [0.789, 0.207, 0.547, 0.337, 0.332, 0.351, -0.363, -0.814, -0.386]}

---

<x> comes first in stability; the runner-up is 0.1383 hartree higher.